{"formula": "C31H29F2N2", "method": "ωB97M-V/def2-TZVPD", "total_charge": 1, "multiplicity": 1, "lumo_ev": -6.0, "total_energy_ha": -1507.61901, "homo_lumo_gap_ev": 2.772, "e_homo_ev": -8.78, "species": ["F", "C", "C", "C", "C", "C", "C", "C", "C", "C", "C", "C", "F", "C", "C", "C", "C", "H", "H", "H", "H", "H", "H", "H", "H", "H", "H", "H", "C", "N", "C", "H", "C", "C", "C", "C", "C", "C", "C", "N", "C", "C", "C", "C", "C", "C", "C", "H", "H", "H", "H", "H", "H", "H", "H", "H", "H", "H", "H", "H", "H", "H", "H", "H"], "coordinates": [[-2.483, 1.544, -6.025], [-2.527, 1.443, -4.657], [-3.765, 1.253, -4.047], [-3.796, 1.266, -2.642], [-2.627, 1.387, -1.909], [-1.358, 1.436, -2.541], [-0.152, 1.423, -1.769], [1.093, 1.680, -2.359], [2.158, 2.293, -1.714], [3.345, 2.742, -2.369], [3.420, 2.835, -3.787], [4.646, 3.122, -4.371], [4.723, 3.140, -5.743], [5.803, 3.370, -3.633], [5.699, 3.383, -2.233], [4.491, 3.100, -1.611], [-1.337, 1.578, -3.963], [-4.663, 1.140, -4.643], [-4.748, 1.196, -2.123], [-2.662, 1.493, -0.824], [-0.226, 1.357, -0.683], [1.227, 1.397, -3.407], [2.083, 2.439, -0.635], [2.535, 2.664, -4.398], [6.746, 3.545, -4.142], [6.581, 3.613, -1.636], [4.406, 3.129, -0.523], [-0.412, 1.791, -4.486], [-0.039, -2.863, -0.007], [0.496, -1.895, 0.913], [-0.304, -0.777, 1.357], [-0.330, -0.009, 0.520], [-1.704, -1.160, 1.739], [-1.909, -2.134, 2.727], [-3.200, -2.483, 3.093], [-4.301, -1.870, 2.487], [-5.687, -2.276, 2.881], [-4.088, -0.888, 1.519], [-2.795, -0.536, 1.146], [0.459, -0.295, 2.493], [-0.133, 0.578, 3.476], [1.564, -1.088, 2.718], [1.587, -2.084, 1.725], [2.427, -3.195, 1.826], [3.216, -3.307, 2.976], [3.190, -2.312, 3.973], [2.383, -1.176, 3.844], [0.688, -3.662, -0.176], [-0.967, -3.305, 0.380], [-0.262, -2.366, -0.957], [-1.055, -2.610, 3.214], [-3.353, -3.241, 3.861], [-6.431, -1.697, 2.324], [-5.854, -3.342, 2.678], [-5.856, -2.118, 3.954], [-4.944, -0.392, 1.050], [-2.596, 0.223, 0.392], [0.582, 0.763, 4.280], [-0.404, 1.526, 3.003], [-1.044, 0.140, 3.910], [2.432, -3.924, 1.018], [3.854, -4.179, 3.108], [3.810, -2.439, 4.860], [2.367, -0.369, 4.574]], "nbo_charge": [-0.3196, 0.4531, -0.1955, -0.2028, -0.1146, -0.1454, 0.0898, -0.3151, 0.0674, -0.1434, -0.2077, 0.3963, -0.3111, -0.1877, -0.1977, -0.1221, -0.2171, 0.2573, 0.2440, 0.2236, 0.2277, 0.2248, 0.2294, 0.2348, 0.2568, 0.2450, 0.2314, 0.2341, -0.4020, -0.4204, 0.1439, 0.1138, -0.0128, -0.2172, -0.2050, 0.0101, -0.6360, -0.2399, -0.1562, -0.4409, -0.4037, 0.2028, 0.1225, -0.2609, -0.2245, -0.2255, -0.2892, 0.2225, 0.2042, 0.1864, 0.2303, 0.2230, 0.2169, 0.2292, 0.2296, 0.2106, 0.1683, 0.2213, 0.1901, 0.2032, 0.2133, 0.2207, 0.2209, 0.2148]}

{"formula": "C31H29F6GaO5P2Se", "method": "ωB97M-V/def2-TZVPD", "total_charge": 0, "multiplicity": 1, "lumo_ev": 0.3, "total_energy_ha": -7183.08626, "homo_lumo_gap_ev": 9.613, "e_homo_ev": -9.29, "species": ["Ga", "C", "C", "P", "C", "C", "C", "C", "C", "C", "C", "C", "C", "C", "C", "C", "C", "P", "C", "C", "C", "C", "C", "C", "C", "C", "C", "C", "C", "C", "H", "H", "H", "H", "H", "H", "H", "H", "H", "H", "H", "H", "H", "H", "H", "H", "H", "H", "H", "H", "H", "H", "H", "H", "H", "H", "C", "C", "O", "C", "F", "F", "F", "C", "F", "F", "F", "H", "H", "H", "O", "Se", "O", "O", "O"], "coordinates": [[-0.729, -0.678, -0.641], [2.010, -0.708, 1.997], [2.599, -1.218, 0.676], [1.761, -0.668, -0.858], [2.470, -1.773, -2.118], [3.635, -1.452, -2.817], [4.155, -2.344, -3.741], [3.514, -3.553, -3.983], [2.360, -3.879, -3.287], [1.841, -2.995, -2.350], [2.448, 0.964, -1.243], [3.207, 1.696, -0.335], [3.711, 2.942, -0.689], [3.470, 3.454, -1.954], [2.707, 2.731, -2.863], [2.183, 1.502, -2.504], [0.681, -1.365, 2.399], [-0.822, -0.516, 1.786], [-0.744, 1.124, 2.551], [-0.092, 2.144, 1.858], [0.049, 3.398, 2.435], [-0.473, 3.642, 3.697], [-1.140, 2.635, 4.383], [-1.278, 1.378, 3.813], [-2.206, -1.411, 2.520], [-3.369, -1.557, 1.770], [-4.448, -2.262, 2.280], [-4.372, -2.820, 3.546], [-3.213, -2.680, 4.302], [-2.131, -1.985, 3.790], [1.898, 0.379, 1.974], [2.736, -0.911, 2.786], [2.572, -2.309, 0.646], [3.646, -0.923, 0.580], [4.137, -0.510, -2.641], [5.061, -2.092, -4.278], [3.916, -4.237, -4.720], [1.837, -4.808, -3.474], [0.940, -3.267, -1.812], [3.419, 1.304, 0.651], [4.300, 3.505, 0.023], [3.869, 4.422, -2.230], [2.505, 3.137, -3.846], [1.572, 0.947, -3.207], [0.598, -1.377, 3.485], [0.616, -2.395, 2.044], [0.273, 1.970, 0.852], [0.543, 4.189, 1.885], [-0.376, 4.625, 4.141], [-1.560, 2.831, 5.361], [-1.814, 0.601, 4.345], [-3.439, -1.141, 0.772], [-5.331, -2.396, 1.670], [-5.208, -3.381, 3.943], [-3.150, -3.121, 5.289], [-1.234, -1.896, 4.389], [-2.190, 1.343, -3.215], [-1.925, 1.758, -1.770], [-0.829, 1.093, -1.243], [-1.577, 3.267, -1.737], [-2.459, 4.023, -2.402], [-0.385, 3.474, -2.310], [-1.503, 3.742, -0.484], [-3.216, 1.519, -0.920], [-3.848, 0.405, -1.305], [-2.908, 1.357, 0.381], [-4.093, 2.524, -0.994], [-1.343, 1.650, -3.827], [-3.099, 1.801, -3.606], [-2.287, 0.261, -3.252], [-0.649, -2.711, -0.077], [-1.742, -3.152, -1.293], [-3.193, -3.523, -0.713], [-1.765, -1.547, -1.934], [-1.098, -4.177, -2.348]], "mulliken_charge": [1.9091, -0.3818, -1.6893, 1.5220, 0.7676, -0.6155, -0.6926, -0.4931, -0.7422, -0.6411, 0.3997, -0.5013, -0.8039, -0.5435, -0.8138, -0.4820, -1.2269, 1.5172, 0.8291, 0.1966, -1.1447, -0.7505, -0.6987, -1.1850, 0.7414, -0.3011, -0.8520, -0.6047, -0.7305, -0.4852, -0.0364, 0.5158, 0.6570, 0.7511, 0.3925, 0.4104, 0.3892, 0.4837, 0.3269, 0.2223, 0.4369, 0.3821, 0.4215, 0.4108, 0.7170, 0.4613, 0.4099, 0.5210, 0.4010, 0.4332, 0.4133, 0.1023, 0.4450, 0.3899, 0.4222, 0.3061, -2.0532, 1.2103, -0.5858, 0.2305, -0.2987, -0.1697, -0.2066, 0.4452, -0.3040, -0.1780, -0.3109, 0.4358, 0.3887, 0.3532, -0.4303, 0.9231, -0.6296, -0.4462, -0.6633]}

{"formula": "C31H29N11O6STi", "method": "ωB97M-V/def2-TZVPD", "total_charge": 1, "multiplicity": 2, "lumo_ev": [-3.9, -4.0], "total_energy_ha": -3500.13715, "homo_lumo_gap_ev": [6.186, 6.089], "e_homo_ev": [-10.08, -10.07], "species": ["Ti", "O", "C", "O", "C", "C", "C", "N", "C", "C", "C", "C", "C", "C", "C", "N", "C", "C", "C", "C", "C", "N", "H", "H", "H", "H", "H", "H", "H", "H", "H", "H", "C", "C", "N", "N", "C", "S", "N", "N", "H", "H", "H", "H", "H", "H", "C", "N", "C", "C", "C", "O", "N", "C", "O", "H", "H", "H", "H", "H", "O", "C", "N", "C", "O", "C", "C", "C", "C", "N", "C", "H", "H", "H", "H", "H", "H", "H", "H"], "coordinates": [[0.379, -0.277, 0.342], [-5.015, -4.360, -0.168], [-3.931, -4.595, -0.709], [-3.527, -5.387, -1.568], [-2.778, -3.625, -0.210], [-3.046, -2.564, 0.643], [-2.031, -1.682, 0.952], [-0.801, -1.804, 0.401], [-0.502, -2.915, -0.309], [-1.476, -3.836, -0.640], [0.916, -2.994, -0.637], [1.528, -4.121, -1.175], [2.892, -4.119, -1.368], [3.610, -2.977, -1.024], [2.932, -1.895, -0.512], [1.607, -1.882, -0.309], [-2.081, -0.605, 1.938], [-3.226, -0.204, 2.617], [-3.125, 0.782, 3.578], [-1.877, 1.337, 3.845], [-0.791, 0.900, 3.117], [-0.875, -0.043, 2.175], [-4.046, -2.470, 1.046], [-1.277, -4.711, -1.246], [0.927, -4.987, -1.417], [3.397, -4.987, -1.768], [4.682, -2.938, -1.147], [3.472, -0.995, -0.253], [-4.173, -0.674, 2.394], [-4.001, 1.117, 4.117], [-1.755, 2.093, 4.607], [0.190, 1.325, 3.287], [-0.681, -1.139, -5.795], [0.227, -0.300, -4.981], [0.972, 0.661, -5.408], [1.587, 1.146, -4.295], [1.242, 0.505, -3.172], [1.780, 0.876, -1.624], [0.374, -0.442, -3.610], [-0.212, -1.385, -2.787], [-0.649, -0.788, -6.823], [-1.701, -1.067, -5.415], [-0.385, -2.189, -5.770], [2.252, 1.896, -4.368], [-0.177, -2.287, -3.249], [-1.204, -1.148, -2.626], [-4.655, 1.947, -1.467], [-3.307, 1.980, -0.907], [-2.842, 3.070, -0.248], [-1.594, 3.120, 0.269], [-0.804, 1.941, 0.148], [0.329, 1.770, 0.699], [-1.258, 0.877, -0.545], [-2.485, 0.878, -1.132], [-2.889, -0.035, -1.847], [-5.284, 2.663, -0.944], [-5.063, 0.947, -1.359], [-4.637, 2.195, -2.529], [-3.530, 3.898, -0.150], [-1.216, 3.989, 0.784], [2.517, 5.712, 1.663], [3.715, 4.993, 1.833], [3.311, 3.615, 1.983], [4.037, 2.716, 2.689], [5.099, 2.963, 3.220], [3.386, 1.359, 2.778], [3.469, 0.582, 3.925], [2.777, -0.622, 3.969], [1.981, -0.982, 2.897], [1.926, -0.255, 1.775], [2.668, 0.854, 1.708], [2.726, 6.640, 1.527], [4.268, 5.294, 2.727], [4.372, 5.101, 0.962], [2.395, 3.396, 1.618], [4.065, 0.917, 4.764], [2.838, -1.263, 4.837], [1.374, -1.879, 2.917], [2.685, 1.370, 0.759]], "mulliken_charge": [-0.7041, -0.6980, 0.3075, -0.7063, -0.7260, -0.8511, 0.4105, 1.0170, 0.2572, -0.8890, 0.4696, -0.7501, -0.7813, -0.9462, -0.1678, 1.2637, 0.6379, -0.5957, -0.7965, -0.8914, 0.0641, 0.6740, 0.6551, 0.7400, 0.5250, 0.4859, 0.4832, 0.4090, 0.5296, 0.4858, 0.4952, 0.1614, -1.2572, 0.9927, -0.9229, 0.3199, 0.1514, -0.4373, 0.0592, -0.3430, 0.3665, 0.3008, 0.3151, 0.1927, 0.3858, 0.1178, -0.9865, 0.2467, -0.0093, -1.5964, 0.5156, -0.3409, 0.8690, -0.1465, -0.7681, 0.3634, 0.3278, 0.3101, 0.4105, 0.6072, -0.5144, -0.5450, -0.0509, 0.0265, -0.6322, 0.0546, -0.5138, -1.1028, -0.2474, 1.0686, -0.9473, 0.3141, 0.3621, 0.3244, 0.1469, 0.5530, 0.4673, 0.5688, 1.0551]}